No. 1
Molecular formula: C5H12NO
Method: DFT, wB97M-V/def2-TZVPD

```
19
C5H12NO | the OMol25 dataset | wB97M-V/def2-TZVPD
H -3.55914 0.46868 0.57902
H 0.69351 -0.18398 -2.19504
H 1.15948 0.82583 1.73347
O 2.84843 0.31649 -2.49921
C 1.76285 -0.04141 -1.71954
C 1.15788 0.01608 0.92106
H 2.46958 1.40383 -0.16377
H 1.86824 -1.05309 -1.09119
H -1.13426 1.19137 0.47640
C 1.52830 0.80857 -0.44202
H -2.98319 -1.34063 0.23435
H -2.70876 -0.60758 1.92075
C -1.33518 0.01415 0.25680
H -0.20790 -1.68614 0.55182
H 2.02051 -0.64873 1.16851
H 0.76632 1.61249 -0.64755
C -2.77323 -0.33930 0.81891
N -0.21605 -0.74168 0.97646
H -1.35739 -0.01496 -0.87926
```

Properties
Total charge: -1
2S+1: 1
SMILES string: CCNCCC[O-]
ΔE to the lowest compared entry with this formula, charge and spin: 51.05 kcal per mole
E: -327.6147 Eh
Highest occupied orbital energy: -0.0858 Ha
Maximum force: 3.3 eV Å⁻¹

---

No. 2
Molecular formula: C37H44AsHfN6OP2Se4Te
Method: DFT, wB97M-V/def2-TZVPD

```
97
C37H44AsHfN6OP2Se4Te | the OMol25 dataset | wB97M-V/def2-TZVPD
C -2.28853 -4.58883 -1.24145
P -0.22878 1.55853 -0.59817
C -1.54206 -4.55911 -0.07132
Te -3.61108 1.68985 -0.40041
C -2.46721 -2.19178 -1.16697
H -2.85814 1.47795 4.96081
H -2.77664 1.33055 -3.43700
H 3.47435 5.24235 -0.59879
Hf 1.50007 0.54068 1.36959
H -1.20981 5.10579 -3.90550
H 1.95415 -3.38251 -1.22236
C 0.92570 -1.14584 -3.47599
Se 0.98422 2.68816 2.85642
C -3.09803 -1.64405 2.70418
H -2.81641 -1.26931 -1.60916
P -1.32152 -0.52443 0.77263
H 4.13129 3.69427 2.47934
C 2.73867 -3.87089 -0.64239
H 2.53408 -1.03915 -4.89364
H 1.81581 -5.59341 1.79493
H 4.59992 2.68624 -2.24689
C -2.75466 -3.40080 -1.78506
C 4.81030 3.26683 1.74311
Se 2.49920 2.70616 4.67502
C 2.00580 -0.53726 -4.09363
H 5.92616 3.29114 -1.22311
H 2.00391 2.39377 -2.40436
H 5.47686 1.56855 -1.17677
As 3.84965 2.90970 0.13087
H 1.36495 -3.76936 2.91656
H 0.31472 -0.08488 3.85372
H 2.22315 4.74414 0.57559
C 5.10023 2.58392 -1.28621
C 2.71208 -4.99768 1.59319
C 0.24005 -0.48616 -2.46034
H 3.41106 -5.62771 1.05146
C -1.03511 4.87117 -2.86377
C -4.35162 0.67517 -2.11752
H 0.04612 -3.42657 4.57465
H -0.70916 -3.34344 1.47384
C -2.92064 0.59594 4.33622
C -0.93432 5.56022 -0.56221
C -1.14309 5.86451 -1.90002
N 2.41996 -3.82444 0.77897
C -5.84146 -0.87579 -3.16621
H 5.20379 2.32983 2.13107
C 1.92555 -2.68878 1.30343
H 3.21195 1.23402 -4.20294
C -0.61089 4.26392 -0.19124
H -0.45807 4.02723 0.85623
H 2.77496 -4.91096 -0.95373
H 3.70423 -3.40622 -0.85933
H -0.61906 -0.95741 -2.00331
H -3.55750 -0.07608 -5.31728
Se 3.90769 -0.03690 2.76181
H -3.34646 -3.40788 -2.69185
H 2.33537 -1.62354 -0.24934
C 2.38962 0.74065 -3.69922
C -0.48917 3.26308 -1.15327
C -3.65789 0.71160 -3.32132
N 1.40834 -2.82263 2.57918
C -0.71513 3.57417 -2.49256
Se 3.19249 0.49453 4.91731
C -1.26132 -3.34735 0.54305
C -3.75863 -1.61638 3.92742
N 1.88161 -1.56247 0.65481
H 2.10363 4.22500 -1.11702
H -0.43455 -1.84291 5.02592
C -1.75684 0.77513 -0.30223
C 2.79086 4.44520 -0.30350
H -1.39870 6.87444 -2.19225
H -1.02909 6.32992 0.19252
C -3.66408 -0.50386 4.74979
H 0.59282 -2.12614 -3.79507
O 2.90343 1.50761 0.19771
H -1.69439 1.43640 2.80001
C 0.77314 -1.89393 3.38939
C 0.62795 0.78234 -2.03952
H -4.18251 -0.48253 5.69943
H -2.51182 -5.53245 -1.72156
N 0.80395 -0.63398 3.15393
H -6.05732 -0.21223 -1.13870
N -5.16129 -0.87110 -4.30807
C -2.33662 -0.55453 2.29017
H -4.35957 -2.46484 4.22914
H 3.19471 -4.71440 2.52895
C -5.47838 -0.13291 -2.04987
H -6.71390 -1.51940 -3.12982
N 0.14322 -2.43478 4.45206
C 1.71080 1.38813 -2.68188
H -1.18890 -5.48475 0.36761
C -4.09350 -0.07930 -4.37407
C -1.71568 -2.14489 0.00518
C -2.26664 0.56998 3.11484
H -3.19374 -2.51593 2.07054
H -0.63662 2.80225 -3.24838
H 5.61392 3.96389 1.50393
```

Properties
Total charge: +1
2S+1: 1
ΔE to the lowest compared entry with this formula, charge and spin: 0.00 kcal per mole
E: -14680.3436 Eh
Highest occupied orbital energy: -0.3447 Ha
Maximum force: 0.6 eV Å⁻¹

---

- Which of these has the lowest ΔE to the lowest compared entry with this formula, charge and spin?
  C37H44AsHfN6OP2Se4Te

---

- Which of these has the highest maximum force?
  C5H12NO

---

- Which value of maximum force does entry 2 give?
  0.6 eV Å⁻¹